The following is a quantum chemistry calculation of C15H40AgF3NO15SV as an isolated structure, from the OMol25 dataset.

Each line ends with the Löwdin spin population.
CARTESIAN COORDINATES (ANGSTROEM)
V 16.710438 -7.517722 21.319104  2.837
N 19.370998 -4.397307 23.579154  0.000
H 18.414174 -4.589466 23.319016  0.000
H 19.451177 -3.418890 23.816620  0.000
H 19.900786 -4.533180 22.730061  0.000
H 19.664356 -5.005957 24.329877  0.000
Ag 16.053987 -3.422264 20.141526  0.002
C 20.029654 -5.980851 18.272797  0.000
F 19.233556 -6.508580 17.351880  0.000
F 20.938486 -6.875469 18.709860  0.000
F 20.709204 -4.923098 17.850538  0.000
S 18.909565 -5.424449 19.733049  0.005
O 18.119709 -6.574393 19.992857  0.024
O 19.789278 -5.038157 20.816296  0.001
O 18.095034 -4.271290 19.310150  0.002
C 15.235689 -8.568055 19.203397  0.004
O 15.059357 -7.388386 19.484740  0.004
O 14.238792 -9.199739 18.769271  0.001
O 16.129391 -9.122235 19.931420  0.001
C 16.463649 -5.075026 22.545035  0.011
O 16.966808 -6.052764 22.968862  0.025
O 15.844860 -5.367606 21.505364  0.035
O 16.792704 -3.895079 22.742147  0.006
C 17.345586 -7.887381 27.910814  0.000
C 16.694794 -7.582921 26.591780  0.000
O 17.728034 -7.226365 25.671469  0.000
H 18.071968 -7.196853 28.339352  0.000
H 17.910896 -8.802667 27.735445  0.000
H 16.642753 -8.227484 28.671386  0.000
H 15.933189 -6.815873 26.732103  0.000
H 16.158197 -8.475717 26.270735  0.000
H 17.357485 -6.654184 24.995528  0.000
C 20.696055 -8.999398 21.664785  0.000
C 19.310309 -9.576060 21.886569  0.004
O 18.543491 -8.466286 22.448907  0.031
H 21.124775 -8.363148 22.439041  0.000
H 20.758271 -8.383412 20.767679  0.000
H 21.345180 -9.777701 21.263545  0.000
H 19.220720 -10.335617 22.663194  0.000
H 18.943197 -9.894987 20.911063  0.001
H 18.740994 -8.455734 23.388312  0.001
C 14.914798 -2.675991 26.143776  0.000
C 14.346788 -2.383761 24.806509  0.000
O 15.410435 -1.969963 23.901896  0.000
H 15.681742 -2.003654 26.528291  0.000
H 15.479707 -3.607992 26.162205  0.000
H 14.088089 -2.742171 26.851076  0.000
H 13.488501 -1.723600 24.931560  0.000
H 13.997255 -3.338829 24.414355  0.000
H 15.808335 -2.765827 23.541519  0.000
C 12.180416 -4.220464 21.907771  0.000
C 12.568852 -5.607110 22.277504  0.000
O 13.350594 -6.233949 21.239886  0.002
H 11.604224 -3.959199 22.795374  0.000
H 11.697850 -4.272482 20.931801  0.000
H 13.028361 -3.542529 21.810291  0.000
H 11.834843 -6.348094 22.594141  0.000
H 13.105365 -5.587020 23.226104  0.000
H 14.264333 -5.982371 21.392838  0.001
C 16.011739 1.227845 21.174228  0.000
C 15.037066 0.038576 21.306292  0.000
O 15.593998 -1.277782 21.260683  0.000
H 16.231359 1.555551 20.158123  0.000
H 16.972246 0.875525 21.550264  0.000
H 15.599762 2.098385 21.684647  0.000
H 14.154710 0.037133 20.666332  0.000
H 14.603889 0.192329 22.294639  0.000
H 15.722131 -1.427957 22.200167  0.000
C 18.341629 -1.062823 24.893037  0.000
C 18.793094 -1.116024 23.406410  0.000
O 20.061223 -1.694665 23.386191  0.000
H 19.196657 -0.977095 25.563613  0.000
H 17.740409 -1.932707 25.157512  0.000
H 17.791028 -0.137028 25.059897  0.000
H 18.831720 -0.121511 22.961943  0.000
H 18.091750 -1.710127 22.820520  0.000
H 20.689115 -1.373380 22.734935  0.000

Atoms 1-3, force components in eV/Å:
-1.120 -1.507 -2.604
0.616 -0.128 0.303
-1.398 -0.104 -0.133

- spin multiplicity = 4
- HOMO (spin up / spin down) (Ha) = -0.0798 / -0.0835
- energy (hartree) = -3567.634857
- energy relative to the best compared isomer or geometry (same formula, charge and spin) (kJ/mol) = 28.52
- F_max (hartree/bohr) = 0.2141
- total charge = -1
- frontier orbital gap (spin up / spin down) (Eh) = 0.1431 / 0.1467